# 1
{
  "formula": "C26H23N9O2SW",
  "method": "ωB97M-V/def2-TZVPD",
  "symbols": ["W", "N", "C", "C", "C", "C", "C", "C", "C", "C", "C", "C", "C", "C", "N", "C", "C", "C", "C", "N", "H", "H", "H", "H", "H", "H", "H", "H", "H", "H", "N", "C", "C", "C", "C", "C", "C", "S", "O", "O", "N", "C", "N", "C", "C", "C", "N", "H", "H", "H", "H", "H", "H", "H", "H", "H", "N", "N", "H", "H", "H", "H"],
  "xyz": [[-0.278366, -0.555115, -0.448537], [7.106636, 1.327105, 6.549927], [6.292970, 1.087431, 5.776702], [5.273379, 0.786982, 4.806817], [4.474086, -0.342129, 4.966648], [3.487238, -0.621300, 4.038864], [3.305979, 0.211261, 2.934168], [4.120231, 1.332665, 2.773845], [5.092537, 1.628089, 3.711291], [2.256531, -0.100128, 1.936332], [2.652066, -0.296624, 0.602456], [3.957336, -0.297202, 0.091285], [3.877853, -0.501324, -1.283661], [2.534781, -0.651278, -1.574178], [1.763640, -0.544065, -0.452693], [0.931758, -0.165121, 2.373638], [0.442805, 0.083709, 3.665586], [-0.934888, -0.091563, 3.642288], [-1.265855, -0.440950, 2.344891], [-0.161283, -0.484870, 1.545771], [4.630159, -0.994155, 5.814841], [2.872245, -1.503903, 4.158489], [3.981600, 1.986732, 1.922054], [5.714774, 2.505183, 3.600020], [4.857441, -0.175389, 0.671037], [4.693401, -0.544499, -1.985730], [2.073787, -0.801752, -2.541202], [1.040576, 0.367517, 4.516122], [-1.620338, 0.020860, 4.465264], [-2.241485, -0.642618, 1.929596], [-6.387504, -1.637466, -5.636801], [-5.600047, -1.273177, -4.611153], [-4.350114, -1.906409, -4.408608], [-3.549939, -1.539429, -3.363000], [-3.974528, -0.529917, -2.486575], [-5.201655, 0.117514, -2.677752], [-6.003945, -0.254608, -3.723388], [-2.989359, -0.038754, -1.195724], [-3.618951, 0.939368, -0.373503], [-2.438057, -1.244279, -0.488913], [-1.498731, 0.504512, -1.717511], [-1.101692, 1.813363, -1.376705], [-1.571920, 2.932969, -1.847356], [-0.979090, 4.027406, -1.357383], [0.064740, 3.983719, -0.435984], [0.484864, 2.744207, -0.002907], [-0.122252, 1.653734, -0.477952], [-6.112467, -2.361643, -6.275917], [-7.277003, -1.196356, -5.790387], [-4.033353, -2.684467, -5.090718], [-2.591832, -2.021505, -3.218736], [-5.511955, 0.898390, -1.997187], [-6.957391, 0.234755, -3.871811], [-1.355077, 4.975406, -1.722067], [0.522571, 4.890549, -0.071076], [1.279114, 2.601455, 0.718647], [0.126604, -2.474861, -1.841577], [-0.221064, -2.717768, -0.485812], [-0.214425, -3.199698, -2.469244], [1.139868, -2.438455, -1.908396], [0.312362, -3.379656, 0.076722], [-1.199383, -3.002461, -0.423143]],
  "forces_ev_per_a": [[0.396, -0.084, -0.975], [-0.005, 0.002, -0.004], [-0.018, -0.014, -0.015], [0.019, 0.014, 0.013], [0.010, -0.004, 0.018], [-0.008, 0.005, -0.017], [0.020, -0.002, 0.006], [-0.016, -0.008, -0.010], [0.011, 0.010, 0.004], [-0.101, 0.034, 0.112], [0.080, -0.070, -0.100], [-0.018, 0.040, 0.101], [-0.037, -0.006, -0.069], [0.036, 0.014, 0.025], [0.066, 0.020, 0.092], [0.215, -0.068, -0.151], [-0.088, 0.017, 0.074], [0.007, 0.024, 0.084], [0.026, -0.030, -0.130], [-0.154, 0.132, 0.541], [-0.001, 0.001, -0.001], [0.001, 0.000, 0.000], [0.004, 0.000, 0.005], [0.000, -0.001, 0.002], [0.002, -0.012, 0.012], [-0.004, 0.002, -0.007], [0.055, 0.092, -0.031], [0.010, -0.001, 0.001], [-0.010, 0.006, -0.009], [-0.024, -0.015, 0.013], [0.018, 0.000, 0.012], [-0.032, 0.002, -0.024], [0.038, -0.023, -0.002], [-0.090, 0.062, 0.012], [0.069, 0.046, -0.020], [-0.011, -0.003, -0.011], [-0.004, 0.007, 0.011], [-0.002, -0.117, 0.041], [-0.015, 0.063, -0.030], [0.019, 0.000, -0.045], [-0.134, -0.021, 0.110], [-0.200, -0.006, -0.040], [-0.010, -0.064, -0.025], [0.002, 0.031, 0.000], [0.014, 0.005, 0.013], [0.079, 0.032, 0.055], [-0.034, -0.074, -0.037], [-0.005, 0.001, -0.002], [-0.001, -0.002, -0.002], [-0.004, 0.001, -0.001], [0.001, -0.005, -0.005], [0.004, -0.003, -0.005], [0.001, -0.001, -0.001], [0.001, 0.006, -0.002], [0.001, -0.006, 0.006], [0.001, 0.004, -0.001], [0.342, 0.159, 0.177], [-0.746, -0.291, 0.888], [-0.260, 0.206, -0.044], [0.039, -0.211, -0.054], [0.499, 0.067, -0.381], [-0.057, 0.037, -0.177]],
  "nbo_charge": [1.65, -0.22, 0.24, -0.13, -0.14, -0.22, -0.02, -0.22, -0.14, 0.25, -0.03, -0.12, -0.28, 0.00, -0.56, -0.03, -0.10, -0.29, 0.07, -0.57, 0.25, 0.23, 0.22, 0.25, 0.25, 0.26, 0.22, 0.25, 0.26, 0.24, -0.74, 0.26, -0.26, -0.15, -0.44, -0.11, -0.28, 2.30, -0.88, -0.97, -0.91, 0.60, -0.41, 0.16, -0.29, 0.14, -0.53, 0.41, 0.41, 0.23, 0.21, 0.26, 0.24, 0.24, 0.26, 0.23, -0.61, -0.62, 0.42, 0.41, 0.42, 0.44],
  "charge": 2,
  "largest_force_ev_per_a": 1.196,
  "orbital_gap_ev": [6.23, 6.23],
  "total_energy_ev": -57487.004
}

# 2
{
  "formula": "C26H24Br2FeN4O",
  "method": "ωB97M-V/def2-TZVPD",
  "symbols": ["Fe", "C", "C", "C", "C", "C", "C", "N", "N", "C", "C", "C", "C", "C", "C", "H", "H", "H", "H", "H", "H", "H", "H", "H", "Br", "C", "C", "C", "N", "C", "C", "C", "C", "C", "Br", "C", "C", "N", "H", "H", "H", "H", "H", "H", "C", "C", "C", "C", "O", "H", "H", "H", "H", "H", "H", "H", "H", "H"],
  "xyz": [[0.613156, -0.444327, -0.665410], [-3.143479, -3.422541, -2.979528], [-3.009116, -2.316618, -3.809022], [-1.918902, -1.473314, -3.672680], [-0.978736, -1.735181, -2.688445], [-1.102755, -2.831354, -1.851550], [-2.186067, -3.682534, -2.009560], [0.146724, -0.843067, -2.502835], [0.645868, -0.514975, -3.593015], [2.106133, 1.203793, -2.384764], [3.065760, 2.295765, -2.613005], [3.319661, 3.226257, -1.681790], [2.559583, 3.299477, -0.452169], [1.575387, 2.422826, -0.198631], [1.303866, 1.274155, -1.064380], [-3.997023, -4.079059, -3.086608], [-3.757358, -2.107889, -4.562300], [-1.796245, -0.604847, -4.304555], [-0.367382, -3.011507, -1.080034], [-2.286759, -4.544133, -1.362704], [3.562181, 2.337190, -3.575875], [4.049742, 3.999225, -1.887287], [2.739911, 4.129384, 0.219976], [0.923341, 2.557896, 0.656060], [5.894734, -0.417581, 4.033955], [4.430091, -0.422751, 2.846105], [3.148749, -0.617827, 3.331420], [2.105071, -0.603916, 2.417259], [2.290090, -0.412040, 1.119277], [3.539119, -0.232180, 0.663243], [4.648296, -0.227468, 1.493092], [3.579264, -0.073549, -0.807087], [4.488759, -0.506772, -1.695917], [4.150457, -0.690276, -3.112881], [5.571492, -1.622584, -4.015443], [3.073180, -0.440571, -3.885031], [1.815918, 0.376614, -3.603429], [2.358022, 0.269484, -1.319543], [2.964100, -0.772476, 4.384104], [1.075368, -0.753887, 2.722879], [5.640839, -0.063849, 1.098686], [5.448411, -0.877837, -1.368147], [3.125336, -0.818564, -4.898624], [1.648716, 1.008730, -4.482406], [-2.779876, -0.007564, -0.441997], [-2.016472, -0.435371, 0.810668], [-2.729867, -1.611426, 1.476838], [-1.942426, 0.744921, 1.782967], [-0.705196, -0.832532, 0.507993], [-3.750452, 0.418483, -0.176415], [-2.952686, -0.858655, -1.101301], [-2.205927, 0.746717, -0.986015], [-3.746524, -1.346164, 1.776066], [-2.175321, -1.926366, 2.362911], [-2.779376, -2.453985, 0.784666], [-2.936515, 1.082800, 2.085459], [-1.421801, 1.579396, 1.307519], [-1.387159, 0.455681, 2.677903]],
  "forces_ev_per_a": [[0.184, 0.060, -0.014], [-0.002, 0.005, 0.005], [0.003, 0.003, 0.000], [-0.003, -0.001, -0.001], [0.004, 0.015, -0.028], [0.005, 0.002, -0.013], [0.006, 0.001, 0.005], [-0.061, -0.054, 0.040], [-0.002, -0.015, -0.019], [-0.031, -0.020, -0.008], [0.016, 0.017, 0.009], [-0.012, -0.007, 0.001], [0.000, -0.005, -0.002], [0.021, 0.016, -0.003], [-0.029, -0.003, -0.023], [0.000, -0.001, -0.003], [-0.003, -0.001, 0.003], [-0.006, -0.001, 0.000], [-0.005, -0.002, 0.016], [0.001, -0.001, -0.002], [-0.001, -0.005, 0.000], [0.000, 0.002, 0.004], [0.000, 0.000, -0.001], [0.001, 0.001, 0.003], [-0.001, 0.000, 0.001], [0.006, -0.003, 0.005], [0.004, 0.002, -0.003], [-0.014, -0.007, 0.010], [-0.062, -0.004, -0.018], [0.006, 0.003, 0.008], [-0.012, 0.005, 0.000], [-0.021, -0.033, -0.005], [0.013, -0.009, -0.004], [0.020, -0.005, 0.002], [0.001, 0.000, -0.005], [-0.011, 0.007, 0.006], [0.000, 0.025, -0.021], [0.015, 0.052, 0.037], [0.001, 0.000, 0.000], [-0.003, 0.001, -0.008], [0.000, -0.001, -0.002], [-0.002, -0.004, 0.000], [0.004, 0.002, -0.002], [0.003, 0.003, 0.005], [-0.028, -0.005, 0.006], [0.031, 0.007, 0.002], [0.003, 0.003, 0.001], [-0.014, 0.005, -0.004], [-0.037, -0.049, 0.029], [0.000, 0.001, -0.006], [0.001, 0.005, 0.000], [0.005, -0.002, 0.002], [0.000, -0.001, -0.001], [-0.004, -0.001, 0.003], [0.001, 0.001, -0.002], [0.003, 0.002, 0.004], [0.004, -0.002, -0.005], [0.006, -0.002, -0.003]],
  "nbo_charge": [0.85, -0.21, -0.21, -0.23, 0.19, -0.23, -0.20, -0.15, -0.13, 0.05, -0.19, -0.21, -0.24, -0.15, -0.08, 0.22, 0.22, 0.23, 0.23, 0.22, 0.22, 0.22, 0.22, 0.21, 0.09, -0.04, -0.29, 0.09, -0.46, 0.19, -0.26, 0.20, -0.28, -0.06, 0.04, -0.20, -0.12, -0.47, 0.24, 0.23, 0.24, 0.23, 0.23, 0.22, -0.63, 0.25, -0.61, -0.61, -0.88, 0.20, 0.21, 0.21, 0.20, 0.20, 0.21, 0.20, 0.20, 0.20],
  "charge": 0,
  "largest_force_ev_per_a": 0.194,
  "orbital_gap_ev": [6.96, 6.82],
  "total_energy_ev": -209826.541
}

Question: Which formula does entry 1 have?
Answer: C26H23N9O2SW

Question: The lowest charge belongs to which entry?
Answer: C26H24Br2FeN4O

Question: Look up the charge of the second one.
Answer: 0